C25H40Cl4N3O3SiZn | wB97M-V/def2-TZVPD

Structure (XYZ):
```
77
Properties=species:S:1:pos:R:3:forces:R:3:lowdin_charge:R:1
C -4.275 -0.870 1.423 -0.067 0.051 -0.024 -0.0429
C -4.640 -0.749 -0.036 -0.422 0.270 -0.485 -0.2193
H -4.884 -0.168 2.010 0.252 -0.326 0.012 0.0690
H -3.207 -0.660 1.601 -0.443 -0.109 -0.138 0.0254
H -4.479 -1.901 1.771 0.096 0.407 -0.025 0.0968
C -5.833 -0.298 -0.469 0.596 -0.319 -0.005 -0.1063
C -6.977 0.100 0.420 -0.295 0.167 0.218 -0.1094
H -6.038 -0.240 -1.542 0.151 -0.127 0.373 0.0953
H -6.652 0.721 1.270 -0.129 -0.262 -0.230 0.0673
H -7.486 -0.793 0.822 0.157 0.302 -0.026 0.0805
H -7.735 0.673 -0.135 0.271 -0.168 0.133 0.0655
Zn 1.393 -1.564 2.421 0.884 1.723 0.620 -0.0792
Cl 2.495 -3.437 2.535 0.138 -0.442 -0.049 -0.0937
Cl -0.769 -1.300 2.708 -0.374 -0.304 0.083 -0.0454
C 2.931 -1.652 -0.246 -0.381 0.593 0.460 -0.3516
O 2.829 -0.695 0.536 0.096 -1.595 -1.122 -0.1293
N 3.096 -1.539 -1.584 0.082 0.137 -0.432 -0.1786
C 3.249 -0.213 -2.207 -0.154 -0.319 0.255 -0.0290
C 2.956 -2.729 -2.424 -0.037 0.089 0.299 -0.0559
H 2.854 -2.709 0.103 0.092 0.531 -0.113 0.0647
H 3.765 0.431 -1.477 -0.331 -0.122 -0.392 0.0992
H 2.269 0.227 -2.485 0.519 -0.166 0.250 0.0745
H 3.853 -0.324 -3.120 -0.131 0.052 0.327 0.0838
H 3.141 -3.600 -1.779 -0.100 0.161 -0.368 0.0889
H 3.691 -2.721 -3.240 -0.096 0.038 0.246 0.0830
H 1.946 -2.816 -2.864 0.355 0.095 0.164 0.0749
H 0.262 2.223 5.020 0.246 0.105 -0.009 0.0825
H -0.322 1.882 2.628 0.368 0.275 0.059 0.0561
C 0.811 3.150 4.797 0.313 -0.251 -0.660 -0.0842
C 0.035 2.916 2.463 -0.302 0.366 0.022 -0.0960
N 1.104 3.259 3.373 -0.068 0.180 0.120 -0.2512
H 1.770 3.172 5.329 -0.314 -0.108 0.085 0.0802
C 2.399 3.268 2.936 0.933 0.486 -0.594 -0.4817
O 2.809 3.710 1.859 -0.846 -0.748 1.122 -0.0283
H 0.389 3.027 1.434 -0.055 0.001 0.272 0.0783
H 3.103 2.806 3.674 -0.329 0.867 -0.153 0.0517
H 0.205 4.010 5.105 0.061 -0.073 0.063 0.0770
H -0.814 3.591 2.632 0.014 -0.016 -0.171 0.0826
O -2.426 -0.323 -0.793 -0.383 0.207 -0.299 -0.1733
C -3.536 -1.198 -0.999 0.334 0.349 0.021 -0.2728
C -4.248 -0.218 -3.245 -0.224 -0.179 -0.504 -0.0539
C -4.018 -1.332 -2.440 0.439 -0.212 0.285 -0.2005
H -3.993 0.784 -2.885 -0.135 -0.437 -0.083 0.1159
C -4.819 -0.393 -4.518 0.287 0.006 0.237 -0.0797
H -3.233 -2.205 -0.668 0.061 0.132 -0.052 0.1491
C -4.261 -2.624 -2.933 -0.221 0.393 0.058 -0.0306
H -4.945 0.477 -5.171 -0.127 -0.360 0.263 0.1018
C -5.184 -1.671 -4.954 0.027 -0.073 0.163 -0.1029
C -4.899 -2.790 -4.162 0.263 0.100 0.055 -0.0888
H -3.961 -3.488 -2.325 -0.305 0.376 -0.268 0.1191
H -5.686 -1.806 -5.912 0.194 0.083 0.184 0.0945
H -5.138 -3.801 -4.500 0.031 0.368 -0.029 0.0990
Si -1.024 0.279 -1.490 -0.475 -0.595 0.476 0.4053
Cl 2.362 0.559 3.118 -0.765 -1.497 0.268 0.1131
C -1.288 1.903 -2.355 -0.109 0.186 -0.296 -0.1627
C -0.514 -1.032 -2.743 0.096 0.099 -0.077 -0.1476
C 0.031 0.532 0.017 0.068 0.001 -0.214 -0.1830
H -2.018 1.835 -3.165 0.039 0.012 -0.050 0.0108
H -0.335 2.223 -2.797 -0.093 0.010 0.070 0.0332
H -1.619 2.687 -1.669 0.057 -0.085 0.023 0.0363
H -0.556 1.170 0.699 0.181 -0.413 -0.281 0.0166
H 1.049 0.948 -0.040 -0.396 -0.136 -0.203 0.0437
H 0.091 -0.458 0.481 0.014 0.324 0.013 -0.0531
H -1.334 -1.151 -3.468 0.218 -0.001 0.152 0.0274
H -0.373 -1.993 -2.229 0.032 0.168 -0.134 0.0371
H 0.397 -0.776 -3.301 -0.178 -0.120 0.126 0.0140
Cl 8.670 -1.185 1.008 0.442 -0.515 -0.465 0.6561
C 7.580 -0.261 1.941 -1.718 0.809 0.475 -0.6804
C 8.063 0.806 2.703 -0.467 -0.182 -0.273 -0.1205
C 7.167 1.600 3.415 -0.839 -0.622 0.073 -0.0559
C 5.813 1.202 3.430 0.986 0.253 -0.262 -0.1422
N 5.391 0.160 2.738 -0.555 -0.094 -0.524 0.0447
C 6.178 -0.519 1.926 1.783 0.290 1.026 -0.1376
H 9.124 0.994 2.687 0.155 0.166 0.074 0.0914
H 7.471 2.468 3.989 0.166 -0.085 -0.093 0.0951
H 5.043 1.750 3.978 0.271 -0.191 -0.017 0.0826
H 5.733 -1.337 1.370 0.097 0.024 -0.104 0.1036
```
Forces are in eV/Å.

ΔE to the lowest compared entry with this formula, charge and spin: 17.19 kJ/mol
HOMO-LUMO gap: 7.73 eV
Charge: -1
DFT total energy: -5276.4439 Ha


C25H40F3N4O10SSi2Tl | wB97M-V/def2-TZVPD

Structure (XYZ):
```
86
Properties=species:S:1:pos:R:3:forces:R:3:lowdin_charge:R:1
Tl -1.248 0.486 -0.623 0.207 0.068 0.203 1.0247
O -5.503 -0.438 -1.296 -0.178 0.009 0.072 0.1352
C -4.543 0.365 -1.748 -0.246 -0.178 0.293 -0.5411
O -4.012 1.205 -1.059 0.084 0.394 -0.203 0.0074
C -4.312 0.201 -3.237 0.017 0.129 0.084 -0.1052
O -2.934 0.128 -3.530 0.058 0.021 -0.167 -0.1919
C -2.427 -1.218 -3.582 -0.125 0.005 0.125 -0.0843
C -2.365 -1.960 -2.222 -0.114 0.269 -0.322 -0.6951
O -1.870 -3.073 -2.258 0.086 -0.525 -0.137 0.0347
O -2.807 -1.325 -1.214 -0.043 -0.178 -0.047 -0.1995
H -5.582 -0.288 -0.339 0.022 -0.011 -0.098 0.1395
H -4.867 -0.658 -3.621 0.122 -0.023 0.040 0.1427
H -4.714 1.107 -3.708 0.069 -0.118 -0.028 0.1448
H -3.034 -1.804 -4.276 0.011 -0.022 -0.003 0.1321
H -1.419 -1.156 -3.995 -0.003 0.025 0.079 0.1216
C -0.833 4.773 2.937 0.001 -0.049 -0.015 -0.0385
O 0.376 4.216 2.410 0.028 -0.018 -0.134 -0.0324
C 0.205 3.197 1.544 0.306 -0.200 0.246 -0.5954
O -0.876 2.770 1.201 -0.241 0.127 -0.135 -0.0273
N 1.414 2.713 1.168 0.214 -0.027 -0.104 0.0300
N 1.521 1.651 0.259 -0.132 0.207 0.034 0.0561
H -0.518 5.588 3.582 -0.020 -0.016 -0.011 0.0944
H -1.379 4.023 3.507 -0.003 0.029 -0.013 0.0899
H -1.465 5.144 2.131 -0.001 0.002 0.031 0.0930
H 2.239 3.144 1.564 -0.052 -0.068 -0.088 0.1606
H 1.931 0.840 0.712 -0.067 0.190 -0.060 0.0325
H 2.124 1.917 -0.517 0.166 0.044 0.112 0.0561
C 2.160 -0.123 4.515 -0.056 -0.106 -0.048 -0.1749
Si 1.561 -1.171 3.071 -0.054 0.012 0.117 0.4288
C 1.435 -2.957 3.631 0.011 0.094 -0.050 -0.1794
C 2.842 -1.051 1.700 -0.035 -0.018 0.090 -0.1693
C -0.094 -0.486 2.559 -0.006 -0.128 -0.009 -0.1754
Si -1.783 -0.804 3.276 0.004 0.079 0.074 0.4158
C -1.892 0.253 4.831 -0.019 -0.083 -0.096 -0.1648
C -2.027 -2.601 3.736 0.006 0.088 -0.050 -0.1775
C -3.151 -0.266 2.108 0.130 -0.127 -0.063 -0.1955
H 3.188 -0.372 4.777 0.107 -0.036 0.019 0.0332
H 1.542 -0.292 5.397 -0.048 0.008 0.069 0.0223
H 2.121 0.940 4.280 0.001 0.093 -0.045 0.0249
H 2.427 -3.407 3.657 0.079 -0.025 0.024 0.0315
H 0.817 -3.557 2.965 -0.043 -0.046 -0.080 0.0253
H 1.013 -3.031 4.632 -0.051 -0.005 0.063 0.0257
H 3.632 -1.781 1.873 0.045 -0.058 0.018 0.0419
H 3.330 -0.075 1.676 0.065 0.052 0.021 0.0326
H 2.422 -1.251 0.716 -0.011 -0.075 -0.121 0.0053
H -0.040 0.415 1.949 0.021 0.098 -0.019 -0.0520
H -1.022 0.108 5.469 0.084 -0.022 0.080 0.0196
H -2.780 0.007 5.413 -0.098 -0.024 0.037 0.0326
H -1.944 1.310 4.571 0.016 0.109 -0.029 0.0217
H -1.357 -2.902 4.539 0.063 -0.047 0.081 0.0194
H -1.856 -3.263 2.888 0.015 -0.051 -0.084 0.0324
H -3.050 -2.763 4.078 -0.076 0.006 0.031 0.0336
H -3.018 0.769 1.792 -0.001 0.112 -0.002 0.0157
H -4.114 -0.332 2.618 -0.066 -0.011 0.060 0.0402
H -3.202 -0.897 1.216 -0.002 -0.012 0.013 0.0103
F 4.465 -4.628 -2.101 0.104 0.097 0.028 0.1492
C 3.158 -4.913 -2.194 -0.016 -0.004 0.056 -0.5899
F 2.942 -5.345 -3.445 -0.080 0.004 -0.150 0.1537
F 2.919 -5.946 -1.373 -0.084 0.006 0.074 0.1423
C 2.305 -3.710 -1.871 0.037 -0.025 0.019 -0.0955
C 1.204 -3.816 -1.043 0.043 0.000 -0.038 0.0334
C 0.465 -2.670 -0.792 -0.111 -0.127 0.160 -0.1462
N 0.761 -1.486 -1.310 -0.083 0.119 -0.066 0.0192
C 1.815 -1.402 -2.120 0.221 0.012 0.044 -0.1083
C 2.627 -2.479 -2.426 -0.050 -0.018 0.024 0.0314
H 0.911 -4.761 -0.615 0.003 -0.036 0.051 0.1280
H -0.411 -2.710 -0.155 -0.013 -0.048 -0.012 0.1117
H 2.049 -0.423 -2.513 0.058 0.065 -0.040 0.0904
H 3.488 -2.350 -3.064 0.050 0.031 -0.038 0.1316
N -1.672 2.751 -2.745 0.152 0.463 -0.893 0.2074
C -0.386 2.818 -3.103 -0.429 -0.104 0.434 -0.2837
C 0.447 3.828 -2.540 0.206 0.004 0.034 0.0212
C 1.796 3.713 -2.658 -0.187 0.118 0.116 -0.0223
C 2.353 2.598 -3.322 -0.041 0.038 -0.042 -0.1955
C 1.532 1.696 -4.016 -0.210 -0.111 -0.012 -0.0187
C 0.174 1.790 -3.910 0.213 0.007 -0.002 0.0297
S 4.077 2.263 -3.046 0.176 0.111 -0.162 0.4056
O 4.324 1.011 -3.724 -0.046 -0.023 0.045 -0.3219
O 4.740 3.432 -3.576 -0.048 -0.115 0.097 -0.2941
O 4.045 2.183 -1.589 -0.046 -0.066 0.104 -0.3284
H -2.302 2.095 -3.201 0.139 -0.268 0.270 0.0997
H -2.083 3.501 -2.214 -0.076 -0.052 0.212 0.1373
H -0.008 4.624 -1.969 -0.019 0.069 0.039 0.1280
H 2.473 4.411 -2.186 -0.007 0.078 0.000 0.1345
H 2.013 0.891 -4.552 0.003 -0.055 -0.087 0.1237
H -0.489 1.065 -4.352 -0.107 -0.135 -0.119 0.1177
```
Forces are in eV/Å.

ΔE to the lowest compared entry with this formula, charge and spin: 84.24 kJ/mol
HOMO-LUMO gap (spin up / spin down): 4.91 / 7.90 eV
DFT total energy: -3397.3468 Ha


C25H40PPd | wB97M-V/def2-TZVPD

Structure (XYZ):
```
67
Properties=species:S:1:pos:R:3:forces:R:3:lowdin_charge:R:1
Pd -0.353 0.303 0.344 0.083 -0.836 0.332 0.7267
C -1.111 -1.758 -0.296 0.044 -0.307 0.057 -0.0382
C -0.132 -1.228 -1.225 -0.026 0.029 -0.378 -0.2011
C 1.132 -1.265 -0.546 0.125 0.212 -0.084 -0.1448
C 0.875 -1.785 0.770 -0.214 -0.056 -0.048 0.0091
C -0.490 -2.130 0.915 -0.099 0.390 0.139 -0.1971
C -1.134 -2.711 2.155 -0.016 0.054 0.092 -0.5561
C -0.282 -3.891 2.646 -0.008 0.007 -0.114 -0.0338
C -2.555 -3.186 1.850 0.078 0.015 -0.085 -0.0462
C -1.193 -1.640 3.261 0.024 -0.182 -0.088 -0.0502
C 2.549 -0.831 -0.941 0.027 0.177 0.008 -0.5211
C 3.579 -1.422 0.037 -0.126 0.016 0.019 -0.0587
C 2.654 0.706 -0.842 0.070 -0.135 -0.113 -0.0402
C 2.960 -1.330 -2.330 -0.048 -0.071 0.022 -0.0337
C -0.562 -0.844 -2.646 0.026 0.049 -0.079 -0.5285
C 0.111 0.434 -3.170 -0.039 -0.185 -0.016 -0.0403
C -2.080 -0.560 -2.677 0.153 -0.111 0.081 -0.0553
C -0.284 -2.036 -3.573 0.020 -0.013 -0.001 -0.0212
H -2.147 -1.940 -0.525 -0.054 0.112 -0.027 0.1139
H 1.624 -1.969 1.522 0.047 0.148 0.025 0.1182
H -0.107 -4.602 1.837 0.000 -0.051 0.043 0.0968
H -0.794 -4.412 3.455 0.004 0.021 0.021 0.0927
H 0.683 -3.552 3.023 0.018 -0.029 -0.010 0.0835
H -2.560 -3.916 1.038 -0.036 -0.010 0.014 0.0962
H -3.196 -2.347 1.570 -0.030 -0.023 -0.020 0.0871
H -2.988 -3.658 2.731 0.000 0.013 0.010 0.0929
H -0.194 -1.268 3.497 -0.010 0.044 0.013 0.0845
H -1.631 -2.059 4.170 0.035 -0.023 -0.028 0.0952
H -1.812 -0.807 2.931 -0.034 0.084 0.032 0.0511
H 3.512 -0.973 1.029 -0.013 -0.018 0.026 0.0866
H 4.581 -1.223 -0.342 -0.003 0.024 0.002 0.0941
H 3.467 -2.504 0.125 0.030 0.002 0.024 0.0965
H 2.305 1.044 0.139 -0.004 0.049 -0.016 0.0687
H 2.080 1.209 -1.619 -0.017 0.029 0.096 0.0641
H 3.697 1.018 -0.938 -0.015 -0.042 -0.038 0.0968
H 3.057 -2.418 -2.316 0.007 -0.012 -0.059 0.1006
H 3.930 -0.908 -2.593 0.021 -0.019 0.022 0.0983
H 2.261 -1.067 -3.115 0.105 -0.017 0.051 0.0423
H -0.034 1.249 -2.461 -0.007 0.172 0.025 0.0619
H -0.357 0.719 -4.113 -0.002 0.002 0.003 0.0953
H 1.173 0.326 -3.363 -0.062 0.067 0.055 0.0615
H -2.366 0.142 -1.890 -0.046 0.025 -0.010 0.0750
H -2.672 -1.469 -2.573 -0.008 0.008 0.068 0.0865
H -2.344 -0.114 -3.635 0.016 -0.020 -0.015 0.0917
H 0.778 -2.268 -3.628 -0.078 -0.036 -0.038 0.0694
H -0.642 -1.819 -4.580 -0.004 -0.001 0.003 0.0982
H -0.804 -2.924 -3.209 -0.005 -0.013 -0.041 0.0955
C -2.881 2.522 1.938 0.073 -0.203 -0.090 -0.2335
P -1.159 1.936 1.776 0.008 0.825 0.156 0.8159
C -0.507 2.275 3.441 0.068 -0.168 -0.144 -0.2498
C -0.388 3.183 0.687 -0.160 0.022 0.014 -0.4124
C -0.970 3.367 -0.574 0.070 0.083 0.095 -0.1327
C -0.392 4.231 -1.492 -0.063 -0.124 0.013 -0.0721
C 0.781 4.898 -1.168 0.036 0.075 -0.056 -0.0644
C 1.370 4.711 0.074 0.019 -0.006 0.038 -0.0643
C 0.788 3.860 1.003 -0.040 -0.061 0.022 -0.0925
H -3.409 2.443 0.990 -0.012 -0.007 0.011 0.0414
H -2.867 3.563 2.259 -0.015 0.001 0.018 0.0627
H -3.405 1.919 2.680 -0.004 -0.014 -0.021 0.0499
H -0.642 3.330 3.679 -0.001 -0.003 0.026 0.0610
H 0.547 2.011 3.507 -0.008 0.006 0.017 0.0466
H -1.058 1.670 4.161 0.012 -0.009 0.010 0.0475
H -1.893 2.852 -0.824 0.034 -0.003 -0.059 0.0943
H -0.859 4.374 -2.458 0.021 0.037 0.003 0.1134
H 1.229 5.575 -1.883 0.018 -0.021 0.009 0.1123
H 2.283 5.233 0.328 -0.013 0.016 -0.016 0.1128
H 1.248 3.729 1.974 0.028 0.017 -0.018 0.0998
```
Forces are in eV/Å.

HOMO-LUMO gap (spin up / spin down): 8.71 / 6.72 eV
Charge: +1
2S+1: 3
DFT total energy: -1445.6099 Ha